# 1
122
Properties=species:S:1:pos:R:3 method="wB97M-V/def2-TZVPD" homo_ev="0.18 / 0.34" charge=-2 multiplicity=1 lumo_ha="0.1302 / 0.1302"
Ca -21.85 -5.34 4.90
C -21.58 -12.60 2.19
C -21.53 -12.67 3.57
C -21.40 -11.52 4.33
C -21.24 -10.23 3.84
C -21.06 -10.28 2.41
C -21.22 -11.42 1.58
P -21.49 -8.58 4.74
C -23.31 -8.57 4.82
C -24.20 -7.37 4.32
C -25.64 -7.58 4.18
C -26.12 -8.84 4.45
C -25.37 -9.89 5.01
C -24.03 -9.64 5.31
C -19.97 -8.33 6.02
C -19.81 -9.57 6.62
C -18.64 -9.89 7.35
C -17.58 -8.98 7.42
C -17.76 -7.70 6.90
C -18.87 -7.29 6.18
Si -18.49 -5.40 6.08
C -16.92 -4.71 5.27
C -15.60 -4.74 5.71
C -14.52 -4.22 5.00
C -15.01 -3.71 3.87
C -16.34 -3.55 3.28
C -17.19 -4.11 4.10
P -19.05 -4.72 2.91
C -18.96 -3.47 1.58
C -19.93 -2.45 1.32
C -19.90 -1.60 0.18
C -19.17 -1.97 -0.94
C -18.15 -2.92 -0.70
C -18.00 -3.56 0.52
C -18.55 -6.11 1.81
C -18.71 -6.66 0.48
C -18.42 -8.00 0.26
C -18.14 -8.87 1.35
C -17.79 -8.34 2.58
C -17.87 -6.95 2.70
C -18.57 -4.58 7.97
C -17.79 -3.43 8.37
C -18.04 -2.39 9.26
C -19.23 -2.50 9.97
C -20.01 -3.65 9.83
C -19.67 -4.61 8.85
P -21.12 -6.05 8.45
C -22.80 -7.03 8.49
C -22.67 -8.40 8.76
C -23.71 -9.28 8.64
C -25.05 -8.91 8.59
C -25.35 -7.60 8.70
C -24.24 -6.55 8.77
C -20.78 -6.65 10.14
C -19.51 -7.15 10.47
C -19.20 -7.55 11.79
C -20.17 -7.43 12.78
C -21.45 -6.96 12.45
C -21.74 -6.51 11.17
H -21.81 -13.52 1.64
H -21.66 -13.60 4.11
H -21.47 -11.56 5.39
H -20.87 -9.33 1.92
H -21.06 -11.31 0.52
H -23.74 -6.99 3.35
H -26.25 -6.70 3.97
H -27.17 -9.06 4.23
H -25.87 -10.81 5.32
H -23.50 -10.35 5.93
H -20.59 -10.28 6.55
H -18.63 -10.84 7.88
H -16.63 -9.22 7.92
H -16.92 -7.00 7.08
H -15.52 -5.21 6.69
H -13.48 -4.23 5.41
H -14.30 -3.30 3.17
H -16.58 -2.94 2.38
H -20.74 -2.25 2.02
H -20.51 -0.71 0.22
H -19.38 -1.61 -1.94
H -17.43 -3.17 -1.46
H -17.11 -4.17 0.67
H -19.11 -6.07 -0.36
H -18.57 -8.43 -0.73
H -18.19 -9.95 1.22
H -17.45 -8.97 3.42
H -17.45 -6.52 3.59
H -16.86 -3.38 7.83
H -17.35 -1.54 9.33
H -19.48 -1.71 10.67
H -20.88 -3.87 10.42
H -21.70 -8.77 9.08
H -23.52 -10.35 8.64
H -25.86 -9.62 8.47
H -26.35 -7.23 8.46
H -24.27 -6.02 9.78
H -18.74 -7.18 9.73
H -18.22 -7.95 12.03
H -19.98 -7.74 13.79
H -22.24 -6.96 13.20
H -22.70 -6.04 10.95
C -23.34 -7.37 -0.31
C -23.21 -6.02 0.29
C -24.25 -4.99 0.30
C -24.19 -3.96 1.27
C -23.07 -3.91 2.20
Br -23.23 -2.71 3.67
N -22.09 -4.79 2.09
C -22.07 -5.71 1.12
H -23.28 -7.32 -1.43
H -24.32 -7.82 -0.10
H -22.55 -8.04 0.01
H -25.09 -4.99 -0.41
H -25.08 -3.30 1.32
H -21.33 -6.43 1.20
O -23.96 -5.96 5.18
H -23.75 -5.94 6.30
H -24.62 -5.71 7.98
S -21.87 -3.22 7.96
C -23.33 -2.74 8.32
N -24.47 -2.66 8.66
O -21.62 -3.64 6.40


# 2
25
Properties=species:S:1:pos:R:3 method="wB97M-V/def2-TZVPD" homo_ev=-17.63 charge=+2 multiplicity=1 lumo_ha=-0.2436
Sn 10.70 -3.96 -26.90
O 10.21 -6.19 -28.17
H 10.36 -7.13 -27.91
H 9.22 -6.28 -28.18
O 10.66 -5.80 -25.05
H 11.32 -6.50 -24.89
H 10.14 -5.79 -24.24
O 9.65 -1.54 -26.58
H 9.55 -1.14 -25.75
H 8.93 -1.26 -27.13
O 13.04 -4.66 -26.26
H 13.78 -4.20 -25.90
H 13.23 -5.53 -26.02
O 8.42 -3.64 -28.49
H 7.59 -4.13 -28.64
H 8.02 -2.77 -28.54
O 12.01 -1.66 -27.96
H 11.71 -0.73 -27.97
H 12.90 -1.52 -27.72
O 8.31 -4.46 -25.61
H 7.96 -4.08 -24.81
H 7.70 -5.21 -25.77
O 11.14 -2.91 -24.66
H 11.36 -3.80 -24.26
H 12.04 -2.54 -24.89


# 3
90
Properties=species:S:1:pos:R:3 method="wB97M-V/def2-TZVPD" homo_ev="-5.90 / -8.22" multiplicity=2 lumo_ha="0.0167 / 0.0000"
Cu -1.31 -2.08 3.79
C 0.34 -3.44 -0.80
C 0.80 -2.31 -0.24
C 0.58 -0.89 -0.65
C -0.77 -0.19 -0.39
C -1.99 -0.71 -1.10
C -2.05 -1.68 -2.01
C -0.88 -2.27 -2.75
C -0.28 -3.56 -2.15
C -2.33 -3.07 2.21
H 0.62 -4.41 -0.35
H 1.47 -2.42 0.63
H 0.93 -0.74 -1.68
H 1.25 -0.34 0.02
H -1.04 -0.24 0.67
H -0.58 0.89 -0.57
H -2.93 -0.39 -0.60
H -3.01 -2.18 -2.21
H -0.09 -1.53 -2.95
H -1.24 -2.55 -3.75
H -1.04 -4.36 -2.16
H 0.54 -3.83 -2.85
H -2.32 -3.16 1.09
H -1.76 -2.09 2.21
H -3.38 -2.92 2.54
P -0.57 4.28 -0.67
P 2.53 3.23 0.23
N -1.48 4.29 -2.20
N -1.19 5.90 -0.21
N 3.28 2.61 -1.25
N 4.09 3.66 0.97
C 0.99 4.93 -1.46
C 2.17 4.92 -0.48
C -2.39 3.29 -2.55
C -2.93 3.59 -3.80
C -2.33 4.82 -4.24
C -1.43 5.20 -3.25
C -1.92 6.07 0.98
C -2.21 7.42 1.13
C -1.65 8.11 0.00
C -1.04 7.15 -0.79
C 3.07 1.27 -1.63
C 3.47 1.11 -2.95
C 4.01 2.36 -3.39
C 3.86 3.26 -2.34
C 5.30 4.06 0.38
C 6.17 4.47 1.39
C 5.47 4.35 2.63
C 4.20 3.88 2.35
H 0.88 5.95 -1.86
H 1.18 4.27 -2.32
H 3.06 5.35 -0.98
H 1.96 5.56 0.39
H -2.54 2.45 -1.88
H -3.66 3.00 -4.34
H -2.53 5.35 -5.15
H -0.73 6.03 -3.25
H -2.14 5.21 1.59
H -2.76 7.87 1.95
H -1.70 9.17 -0.20
H -0.50 7.29 -1.71
H 2.69 0.56 -0.90
H 3.38 0.19 -3.53
H 4.47 2.57 -4.35
H 4.15 4.30 -2.30
H 5.45 4.01 -0.68
H 7.18 4.82 1.24
H 5.86 4.60 3.61
H 3.36 3.66 2.99
C 0.24 -6.94 2.85
C -1.11 -6.60 2.23
C -1.28 -7.46 0.98
O -1.04 -5.24 1.82
B -1.84 -4.50 2.69
O -2.40 -5.26 3.72
C -2.32 -6.63 3.26
C -3.66 -6.98 2.56
C -2.15 -7.58 4.44
H 1.02 -6.73 2.11
H 0.30 -8.00 3.12
H 0.43 -6.32 3.73
H -0.41 -7.30 0.32
H -1.32 -8.54 1.22
H -2.19 -7.20 0.41
H -3.69 -8.04 2.28
H -4.50 -6.80 3.25
H -3.81 -6.37 1.66
H -1.21 -7.40 4.97
H -2.97 -7.47 5.16
H -2.15 -8.61 4.08


# 4
27
Properties=species:S:1:pos:R:3 method="wB97M-V/def2-TZVPD" homo_ev=-10.26 smiles=O.O.O.O.O.O.O.O.O multiplicity=1 lumo_ha=-0.0001
O -0.32 -0.38 3.02
H -0.14 0.20 3.73
H -0.69 -1.13 3.49
O -2.22 1.75 2.41
H -1.51 2.39 2.23
H -2.38 1.87 3.34
O 1.73 0.83 -2.47
H 1.98 1.16 -3.32
H 0.79 0.79 -2.55
O -0.01 -2.13 -1.65
H -0.32 -1.59 -0.86
H 0.71 -2.69 -1.39
O -0.26 -0.36 0.26
H -0.60 -0.30 1.14
H -0.67 0.27 -0.39
O 1.77 -2.54 2.23
H 1.33 -1.71 2.25
H 1.69 -2.78 3.17
O 1.56 1.57 0.83
H 0.95 0.85 0.53
H 1.83 2.16 0.09
O -1.49 1.22 -1.58
H -1.46 1.41 -2.51
H -2.10 1.80 -1.20
O -0.25 -0.52 -3.71
H -0.31 -1.12 -2.91
H 0.39 -1.03 -4.19


# 5
103
Properties=species:S:1:pos:R:3 method="wB97M-V/def2-TZVPD" homo_ev=-3.98 charge=-1 multiplicity=1 lumo_ha=0.0888
Zn -0.40 -0.93 -0.47
C 1.46 0.70 1.26
C 2.28 1.80 0.54
As 1.86 3.02 -1.02
C 0.15 2.66 -1.92
C 0.20 2.63 -3.31
C -0.97 2.51 -4.06
C -2.20 2.42 -3.42
C -2.25 2.49 -2.03
C -1.09 2.63 -1.30
C 1.35 4.76 -0.27
C 2.14 5.35 0.71
C 1.97 6.68 1.07
C 1.00 7.46 0.44
C 0.21 6.89 -0.54
C 0.39 5.56 -0.90
As -0.65 0.61 1.51
C -0.73 2.50 2.11
C 0.15 2.94 3.08
C -0.01 4.18 3.69
C -1.04 5.01 3.29
C -1.89 4.61 2.26
C -1.74 3.36 1.69
C -2.83 0.65 1.70
C -3.60 0.25 0.61
C -4.99 0.29 0.63
C -5.65 0.74 1.77
C -4.90 1.13 2.88
C -3.52 1.09 2.84
H 1.99 0.50 2.20
H 1.57 -0.23 0.69
H 3.18 1.31 0.17
H 2.61 2.56 1.26
H 1.15 2.70 -3.82
H -0.92 2.50 -5.14
H -3.11 2.33 -4.00
H -3.21 2.45 -1.52
H -1.15 2.73 -0.22
H 2.90 4.77 1.21
H 2.59 7.11 1.84
H 0.87 8.50 0.72
H -0.56 7.48 -1.04
H -0.22 5.14 -1.69
H 0.97 2.31 3.38
H 0.67 4.49 4.48
H -1.18 5.98 3.77
H -2.67 5.27 1.92
H -2.44 3.04 0.93
H -3.08 -0.10 -0.28
H -5.56 -0.01 -0.24
H -6.73 0.77 1.80
H -5.41 1.49 3.77
H -2.95 1.40 3.71
N 3.53 -8.19 -1.03
C 2.72 -7.16 -0.56
C 3.26 -5.90 -0.27
C 2.47 -4.90 0.26
C 1.12 -5.14 0.51
C 0.57 -6.39 0.23
C 1.36 -7.39 -0.31
S 0.16 -3.90 1.32
O -0.93 -4.57 1.99
O 1.09 -3.12 2.08
N -0.41 -2.89 0.17
C -1.33 -3.30 -0.74
N -1.92 -2.26 -1.40
C -2.79 -2.55 -2.35
C -3.13 -3.85 -2.67
C -2.49 -4.84 -1.94
N -1.60 -4.59 -1.00
H 4.40 -7.90 -1.46
H 3.06 -8.92 -1.53
H 4.31 -5.72 -0.46
H 2.88 -3.93 0.51
H -0.47 -6.55 0.45
H 0.94 -8.36 -0.53
H -3.22 -1.70 -2.87
H -3.86 -4.08 -3.44
H -2.69 -5.89 -2.14
C -0.71 -2.03 5.47
C -1.58 -2.27 4.41
C -1.52 -1.48 3.28
C -0.60 -0.43 3.17
C 0.26 -0.21 4.23
C 0.22 -1.00 5.37
H -0.74 -2.65 6.36
H -2.28 -3.09 4.46
H -2.19 -1.68 2.45
H 1.00 0.58 4.19
H 0.92 -0.83 6.18
C 0.95 -0.85 -1.90
C 1.83 -0.83 -2.74
C 2.84 -0.79 -3.76
C 2.64 -1.45 -4.97
C 3.58 -1.37 -5.99
C 4.74 -0.63 -5.81
C 4.96 0.02 -4.60
C 4.02 -0.06 -3.58
H 1.73 -2.02 -5.11
H 3.40 -1.88 -6.93
H 5.47 -0.55 -6.60
H 5.86 0.60 -4.45
H 4.18 0.46 -2.64


# 6
53
Properties=species:S:1:pos:R:3 method="wB97M-V/def2-TZVPD" homo_ev="-8.01 / -8.61" charge=+1 multiplicity=1 lumo_ha="-0.2134 / -0.2034"
O -0.43 4.87 1.50
H 0.31 4.37 1.09
Al 0.00 0.00 0.00
N -1.00 -0.22 -1.73
N 1.31 -1.17 -0.97
O -2.26 0.28 -2.08
O 2.57 -1.63 -0.55
C -0.44 -1.01 -2.57
C 0.91 -1.57 -2.12
C -1.02 -1.45 -3.92
C 1.66 -2.52 -3.06
H -1.79 -0.76 -4.28
H -1.47 -2.43 -3.84
H -0.26 -1.47 -4.70
H 2.41 -3.11 -2.54
H 2.18 -1.96 -3.84
H 0.99 -3.24 -3.54
H -2.30 1.10 -1.54
H 2.68 -1.16 0.29
O -0.87 -1.95 0.61
H -1.43 -1.12 0.47
H 0.06 -1.72 0.31
C 1.09 1.62 -0.48
H 1.35 2.65 -0.71
H 1.08 1.25 -1.51
H 2.03 1.27 -0.06
O -2.85 3.70 -1.25
H -2.46 4.27 -0.47
H -2.05 3.10 -1.38
C -1.72 -0.66 3.01
P -1.86 0.79 1.74
C -3.44 1.15 2.72
C -0.72 2.10 2.32
C 0.51 1.69 3.10
P 1.32 0.25 2.21
C 2.96 1.20 2.07
C 1.56 -0.66 3.84
H -2.48 -1.44 2.77
H -1.81 -0.41 4.09
H -0.79 -1.24 2.88
H -3.17 1.37 3.78
H -3.99 2.01 2.33
H -4.11 0.26 2.75
H -0.47 2.54 1.36
H -1.29 2.85 2.92
H 1.15 2.60 3.15
H 0.20 1.44 4.13
H 3.31 1.45 3.09
H 3.73 0.58 1.59
H 2.87 2.19 1.57
H 0.62 -0.84 4.39
H 2.18 -0.04 4.52
H 2.07 -1.63 3.67


Number 1: E -7577.27968 Ha. Number 2: E -825.25438 Ha. Number 3: E -4003.12873 Ha. Number 4: E -687.93894 Ha. Number 5: E -8949.63769 Ha. Number 6: E -1848.62471 Ha.